{
  "formula": "C24H52N22O13",
  "method": "ωB97M-V/def2-TZVPD",
  "homo_lumo_gap_ev": 8.081,
  "homo_energy_ha": -0.330,
  "lumo_energy_ev": -0.89,
  "smiles": "C#CCc1cccc2c1C(=O)C=CC2=O.NC(N)=O.NC(N)=O.NC(N)=O.NC(N)=O.NC(N)=O.NC(N)=O.NC(N)=O.NC(N)=O.NC(N)=O.NC(N)=O.NC(N)=O",
  "symbols": ["H", "C", "H", "C", "H", "N", "N", "N", "O", "H", "N", "O", "C", "N", "H", "C", "H", "C", "H", "C", "N", "C", "C", "H", "C", "H", "O", "H", "H", "N", "N", "C", "N", "H", "N", "C", "N", "C", "H", "H", "O", "O", "H", "H", "H", "H", "H", "C", "H", "C", "N", "H", "H", "O", "N", "C", "H", "H", "H", "N", "H", "H", "H", "H", "C", "N", "C", "H", "N", "H", "N", "O", "H", "C", "C", "H", "N", "H", "C", "N", "O", "H", "N", "C", "H", "H", "C", "O", "H", "C", "H", "H", "H", "H", "O", "H", "C", "O", "H", "H", "H", "O", "H", "N", "H", "H", "O", "H", "H", "N", "H"],
  "xyz": [[2.5872, -7.8315, -10.5808], [-1.1051, 1.8624, 4.0931], [-2.7922, 2.9757, -1.6461], [-1.8118, -1.8446, 1.2209], [3.9176, -1.2323, -1.6170], [-2.2091, -2.6013, 0.1585], [5.5259, 1.2767, -0.4395], [-2.1054, 6.1008, 5.8368], [-1.9919, -6.8672, 0.1753], [0.3560, -1.6408, -4.9549], [-6.0334, -0.8212, -2.4134], [3.9189, 0.0006, 0.5260], [1.3634, 3.4853, 6.8078], [-0.9619, 6.5509, 7.7750], [-1.8976, 5.0718, 1.6736], [2.4657, 4.5598, 6.6625], [-4.3644, -7.4014, 2.2251], [2.1807, 2.1765, 1.7301], [-0.5198, -0.2109, -4.5343], [-2.9290, -6.6169, 0.9167], [4.5752, -0.4681, -1.5851], [1.7367, 2.8250, 4.2778], [4.6277, 0.2514, -0.4374], [-2.1522, 1.4934, 4.0582], [-5.3680, -1.9851, -2.1811], [2.1824, -5.6774, -6.7086], [3.1935, -6.4287, -8.6272], [-6.3748, -0.5435, -3.3142], [-1.6557, 7.2669, -4.6683], [3.4294, -8.1205, -10.1151], [0.2029, -0.8735, -4.3259], [3.1637, 3.3550, 4.5202], [2.4955, -5.9469, -5.7939], [5.2861, -7.3101, -7.6344], [-2.2370, 7.0513, -3.8802], [0.7979, 2.9090, 5.4658], [-3.5933, -7.5849, 1.6114], [-0.5788, 2.4516, 5.3839], [2.0866, 1.1192, 1.3536], [-1.7041, -3.4038, -0.1731], [-2.4424, -0.8692, 1.6065], [0.8937, 3.0959, 7.8543], [-1.2109, 2.5257, 6.2965], [1.5010, -3.4285, -4.0696], [2.5872, -3.6874, 5.3385], [6.1153, 1.5001, -1.2191], [-3.7028, 4.3995, -1.2748], [1.2255, -2.1987, 5.1344], [-5.5124, -2.5335, -4.1952], [-3.1196, 6.0179, -3.8508], [1.1291, -0.8428, 5.1229], [-4.7002, -3.6412, -3.1422], [1.3054, 4.0663, -1.5175], [-1.2896, 3.0817, 0.3263], [-3.1674, 5.2724, -4.9892], [-0.1753, 1.7976, 2.8897], [2.9756, -6.8216, -5.6837], [-2.7818, 6.3712, 5.1450], [3.9304, -8.9158, -10.4642], [2.4820, -2.6883, 5.3259], [-0.4692, 5.6784, 7.7128], [4.0518, 5.3208, 5.5078], [-3.2798, -8.5318, 1.4912], [1.3292, 0.3430, -1.5830], [3.2965, 4.5076, 5.5841], [0.7569, 0.2554, -2.4073], [1.0046, -0.7993, -3.2249], [-3.1854, 5.6131, 0.6508], [-5.1881, -2.7723, -3.2770], [-6.1843, -0.2147, -1.6255], [1.6564, -4.0172, -4.8770], [2.7055, -5.5472, -3.5739], [5.4972, -8.6134, -8.7535], [1.2344, 2.2776, 2.9984], [3.8209, -7.3934, -9.0331], [-2.6043, 5.4535, -5.7990], [-2.4598, 4.9496, 0.8495], [2.5389, 5.3555, 7.4455], [2.3128, -5.1953, -4.6737], [4.9661, -7.8238, -8.4373], [-4.9638, -2.2989, -1.0734], [1.9214, -0.2403, 5.2520], [-0.6643, -2.2545, 1.8193], [-1.8874, 6.9672, 6.8647], [-3.8094, 4.4997, -5.0043], [0.0445, 0.9402, -2.5781], [1.7366, 3.2085, 0.5997], [-2.4740, 8.0312, 6.9634], [-1.6326, 5.2203, 5.7375], [1.5342, 3.7651, -0.4787], [-0.5925, 1.3847, 1.9458], [0.2266, -0.4196, 4.9876], [3.2925, -2.1114, 5.4518], [-2.9214, -4.6130, 0.6153], [0.2511, -2.9166, 4.9814], [-2.1742, 7.6239, -3.0564], [-2.1800, 3.8740, 0.0609], [1.8812, -1.6196, -2.9884], [-4.1568, -5.1254, 1.7158], [-0.1303, -3.0500, 1.5212], [1.3273, -3.7125, -5.7739], [4.1772, 2.9485, 4.0004], [-0.7739, 7.1632, 8.5490], [-2.9682, 3.7562, -1.0398], [-3.0597, -2.3284, -0.3129], [3.2626, 2.3324, 1.9408], [-3.8162, 5.7766, -2.8780], [5.1421, -0.2795, -2.3900], [-0.3437, -1.7206, 2.6090], [-3.3892, -5.3541, 1.1124], [5.5901, 1.8323, 0.3956]],
  "forces_ev_per_a": [[0.087, -0.035, 0.049], [3.683, 1.343, 0.014], [-0.039, 0.050, 0.122], [0.191, 0.046, 0.146], [-0.024, 0.092, -0.185], [-0.378, -0.054, -0.373], [0.199, 0.375, 0.298], [-0.134, -0.207, -0.400], [-0.036, -0.018, -0.002], [-0.064, 0.118, 0.034], [-0.149, 0.395, 0.159], [0.024, 0.044, 0.054], [-0.394, -0.173, -1.343], [0.299, 0.027, 0.298], [-0.027, -0.031, -0.107], [-0.038, -0.609, -0.705], [0.058, 0.044, -0.028], [-1.507, 1.033, -0.494], [0.030, -0.029, 0.074], [0.065, 0.142, -0.042], [-0.196, -0.359, -0.097], [-2.621, -0.539, 0.338], [-0.013, -0.131, -0.145], [1.000, 0.289, -0.216], [0.012, -0.020, 0.008], [0.202, -0.095, -0.056], [-0.072, -0.012, -0.080], [0.005, -0.063, 0.037], [-0.040, -0.031, 0.025], [-0.274, -0.058, -0.320], [-0.065, -0.253, -0.414], [-0.247, 0.816, 0.711], [-0.003, -0.171, -0.053], [-0.015, -0.040, -0.089], [0.142, 0.297, 0.205], [0.377, -0.408, -1.933], [-0.089, -0.512, 0.101], [1.188, -0.599, -2.371], [0.083, 1.255, 0.023], [0.272, 0.226, -0.064], [0.022, 0.042, -0.032], [0.389, 0.721, -0.184], [0.501, -0.172, -0.856], [0.288, 0.034, -0.051], [-0.019, 0.106, -0.020], [-0.052, -0.046, 0.017], [0.175, 0.097, -0.174], [-0.314, 0.008, 0.009], [-0.012, 0.004, 0.061], [0.025, 0.075, 0.056], [0.071, 0.470, -0.015], [-0.061, 0.073, -0.015], [0.244, -0.045, 1.536], [-0.189, 0.012, -0.040], [-0.148, -0.378, -0.192], [-0.129, 0.903, 3.382], [-0.069, 0.092, -0.051], [0.056, -0.024, 0.096], [-0.003, 0.042, 0.044], [0.280, -0.319, 0.085], [-0.087, -0.012, 0.034], [-0.313, -1.103, -0.374], [-0.019, 0.109, 0.022], [-0.098, 0.045, -0.017], [-1.387, -0.013, 0.856], [0.224, 0.082, 0.173], [0.044, 0.292, 0.417], [0.025, -0.062, -0.072], [0.190, -0.340, -0.164], [0.030, -0.067, -0.064], [-0.373, 0.403, 0.278], [0.011, 0.046, -0.040], [-0.048, 0.031, -0.001], [-0.527, 0.156, 1.266], [-0.001, 0.036, 0.023], [-0.019, 0.026, 0.053], [0.070, 0.324, 0.434], [-0.010, -0.953, -0.696], [0.049, -0.221, 0.063], [0.267, 0.056, 0.320], [0.053, -0.014, -0.043], [-0.044, 0.020, -0.053], [0.251, 0.212, 0.140], [-0.087, 0.184, 0.044], [0.048, 0.102, -0.019], [0.004, -0.043, 0.085], [0.647, -1.070, -1.026], [0.038, -0.048, -0.010], [-0.004, 0.029, 0.008], [0.283, -1.213, 1.234], [0.536, 0.424, 0.765], [0.061, -0.081, 0.037], [-0.060, 0.008, -0.043], [-0.314, -0.027, 0.303], [0.049, -0.117, -0.070], [0.012, -0.059, -0.083], [-0.002, -0.303, -0.065], [-0.104, -0.100, -0.157], [0.053, 0.023, -0.022], [-0.053, 0.001, 0.039], [0.125, -0.179, -0.050], [-0.618, 0.059, -0.078], [-0.041, -0.071, -0.073], [-0.114, -0.267, -0.094], [-0.064, -0.075, 0.018], [-1.062, -0.037, 0.113], [-0.151, 0.076, -0.085], [-0.035, 0.007, 0.044], [-0.033, -0.229, 0.046], [0.046, 0.163, -0.159], [0.006, -0.048, -0.090]]
}

{
  "formula": "C24H52N4O11S2",
  "method": "ωB97M-V/def2-TZVPD",
  "homo_lumo_gap_ev": [7.591, 2.395],
  "s2": 0.7870,
  "charge": 1,
  "homo_energy_ha": [-0.390, -0.390],
  "multiplicity": 2,
  "lumo_energy_ev": [-3.02, -8.21],
  "symbols": ["H", "H", "H", "H", "H", "H", "H", "N", "H", "O", "H", "H", "O", "H", "H", "H", "C", "H", "O", "C", "H", "C", "H", "C", "C", "C", "H", "C", "H", "H", "N", "H", "S", "C", "H", "C", "C", "H", "H", "C", "H", "O", "O", "C", "H", "S", "H", "C", "H", "O", "H", "C", "C", "O", "H", "H", "C", "H", "H", "H", "H", "H", "H", "N", "C", "H", "C", "C", "O", "O", "H", "H", "H", "C", "H", "C", "H", "H", "H", "H", "H", "O", "O", "C", "H", "C", "N", "H", "H", "H", "C", "H", "H"],
  "xyz": [[4.9085, -3.5943, 2.8164], [4.5897, -0.4975, -4.4326], [-0.3325, -2.7176, 0.6091], [-4.1363, -0.7149, -1.9474], [-1.5516, -0.3915, 0.1796], [-3.9602, -0.3971, 4.9472], [4.3302, -0.5561, -2.6850], [-3.4301, 3.4517, -4.7392], [-4.2403, 3.0326, -0.2949], [6.8803, -1.3108, -2.7136], [-1.4909, -2.5875, -0.8038], [-5.3211, -2.7401, 1.9716], [4.0784, -2.1622, -0.1103], [-0.1857, 3.2276, -4.9494], [7.0183, -4.8164, -4.3854], [-6.2039, -0.0014, -1.1334], [-2.5346, 1.4547, 4.9041], [-0.6901, 1.8603, -4.1159], [2.9321, -1.6798, 2.1252], [-0.9805, 0.4949, 0.4558], [-0.8615, 1.8150, 3.6226], [5.8588, -0.4598, 3.0445], [-1.2357, 2.5338, 1.1980], [2.4323, 1.3589, -1.3565], [-5.8876, 1.9679, -0.9547], [6.3923, -1.8346, 2.9531], [-2.7150, 1.7003, 0.8257], [-0.3924, 0.3360, 5.1570], [-2.9773, 2.1263, 5.6396], [6.6648, 0.2374, 3.2731], [-2.2612, -2.5508, 1.1051], [7.9829, -3.5033, -4.8569], [-1.5635, -1.1099, 4.8196], [0.1832, 0.3636, -1.6082], [7.3904, -1.7267, 2.5284], [-3.5802, -2.5974, 0.8728], [-4.4142, -2.1386, 2.0323], [5.1188, -0.4297, 3.8442], [-5.3717, 4.0755, -1.0526], [-4.1438, 0.2729, -1.4866], [2.8477, 0.6377, -0.6527], [1.4401, 0.6538, -2.1195], [-0.7798, -0.0306, -2.2588], [-1.0985, 2.6899, -4.6931], [-1.7283, 2.1135, -0.5333], [4.1466, -1.8185, 1.3049], [-1.2175, -4.1604, 0.0923], [5.4162, -2.8195, 2.2420], [-3.8059, -2.2435, 2.9307], [-4.0787, -2.9588, -0.2190], [3.8795, -1.9491, -3.6600], [-2.9711, -0.0339, 5.2265], [-1.6768, 1.8103, 0.5124], [-1.6430, -1.3209, 3.4057], [-3.1047, -0.0557, 6.3080], [-0.6034, 0.2900, 1.4578], [-4.9107, 3.0929, -1.1523], [6.0537, -3.2508, 1.4702], [0.5321, 0.0656, 4.6468], [3.1506, 1.6164, -2.1349], [-0.3137, 0.2201, 6.2380], [-5.2508, 4.5565, -5.0123], [-4.7418, -1.1110, 1.8744], [6.1384, -2.9647, -4.0700], [-1.0619, 1.6084, 4.6739], [-4.3707, 4.7833, -3.5530], [-1.2518, -3.0721, 0.1428], [5.0492, -0.2364, 1.6716], [0.1681, 0.6461, -0.3164], [-2.2199, 3.8739, -2.9765], [-3.6590, 0.9334, -2.2055], [-5.1547, 3.2109, -3.6887], [7.7834, -3.6926, -3.1010], [7.2958, -3.8110, -4.0686], [6.6119, -2.1925, 3.9589], [4.6101, -1.1468, -3.5573], [5.3625, -3.2641, -4.6431], [4.3938, 0.6338, 1.6347], [-0.6550, 2.5018, 5.1475], [-1.3318, 2.2434, -5.6597], [-1.9616, -2.1467, 1.9809], [-7.1028, 2.2161, -0.7571], [-1.3926, -2.1883, 5.7688], [-4.6832, 4.0124, -4.2574], [-3.6417, 0.3300, -0.5208], [5.9645, -1.8414, -3.4051], [-5.4661, 0.6881, -1.1516], [-4.2423, 3.0137, -2.0097], [2.1875, 2.2621, -0.7977], [5.8039, -0.1727, 0.8878], [-2.2991, 3.3710, -4.0934], [-3.0439, 1.6793, 3.9669], [-3.6724, 2.9361, -5.5732]],
  "forces_ev_per_a": [[0.107, 0.317, 0.145], [0.087, -0.125, -0.069], [0.374, -0.079, -0.666], [-0.107, -0.156, 0.635], [-0.202, 0.332, -0.385], [0.281, 0.126, -1.021], [0.407, -0.185, 0.016], [-3.134, -0.585, -3.315], [0.324, 0.000, 0.173], [-1.759, -1.300, -1.232], [0.519, -0.390, -0.231], [0.083, -0.095, 0.578], [-0.005, 0.328, 1.373], [-0.456, 1.060, 0.509], [-0.114, -0.109, 0.738], [-0.347, -0.457, 0.182], [-2.538, -0.977, -1.067], [-0.563, 0.028, 0.561], [0.766, -0.740, -1.043], [0.033, -0.604, 1.831], [0.048, -0.492, -0.138], [-2.721, 0.639, -0.956], [0.294, 0.015, -0.448], [0.737, -0.793, -0.012], [-0.897, 2.378, -0.896], [0.320, -1.169, 0.995], [-0.152, -0.139, 0.298], [-0.065, -1.767, -0.394], [0.271, -0.148, 0.144], [-0.323, 0.298, -0.427], [-0.056, -0.971, -0.869], [0.318, 0.294, 0.133], [-0.355, 2.563, 2.258], [0.356, 0.571, -1.008], [-0.194, -0.733, -0.798], [-0.067, -0.218, -1.730], [-0.269, -0.235, -0.481], [-0.018, 0.308, 0.132], [-0.273, -0.320, -0.388], [0.027, -0.234, -0.695], [0.280, 0.120, -0.009], [-2.873, -0.206, -0.040], [1.850, 0.524, 0.846], [0.324, -1.258, -1.553], [0.050, 0.899, 0.087], [0.503, 1.424, 1.896], [-0.306, 0.124, -0.122], [0.786, 0.601, -1.366], [-0.682, 0.072, 0.178], [0.535, 0.639, 1.321], [-0.394, 0.248, -0.186], [0.380, 0.674, 1.636], [-1.310, 0.024, -0.711], [0.422, -0.319, -0.826], [0.566, -0.373, 0.278], [0.086, -0.376, 0.017], [0.500, -0.326, 1.259], [-0.546, -0.545, -0.182], [0.129, 0.129, 0.232], [0.164, -0.022, 0.317], [0.298, 0.399, 0.016], [-0.075, -0.769, -0.201], [0.177, 0.218, 0.139], [-1.371, -1.251, -1.172], [0.902, -0.161, 0.039], [-0.305, 0.009, 0.294], [-0.742, 1.177, 1.340], [1.569, -0.391, 0.247], [1.513, -0.115, -0.366], [0.055, 0.011, 0.797], [0.076, 0.445, 0.278], [-0.941, 0.428, -0.496], [0.049, -0.510, -0.123], [0.590, 0.447, -0.495], [-0.148, -0.179, 0.101], [0.074, -0.844, 0.052], [0.114, 0.017, 0.144], [-0.129, -0.302, 0.070], [0.005, -0.205, 0.450], [-0.359, -0.138, -0.117], [0.144, -0.410, -0.113], [1.386, -1.414, -0.090], [0.001, 0.609, -1.002], [1.500, 0.812, 1.498], [0.708, -0.294, -0.008], [1.982, 3.315, 2.296], [-0.826, 0.046, -0.145], [-0.190, -0.012, 0.072], [-0.860, -0.089, -0.325], [-0.056, 0.213, -0.279], [2.463, 0.507, 1.809], [-0.082, 0.337, -0.036], [1.274, -0.196, -0.178]]
}